(1)
DFT (the ωB97M-V functional and the def2-TZVPD basis) results for the ion C7H9N2S2 with charge +1 at a distorted geometry.

Last column: natural (NBO) charge in e.
Cartesian coordinates (Å):
C  3.9272  1.2414  0.1080  -0.1384
C  3.6343  -0.1337  -0.0111  -0.1916
C  2.9621  2.2063  0.1322  -0.2192
C  2.3229  -0.4063  -0.0777  0.0346
C  1.5984  1.9076  0.0725  0.0568
C  -3.0834  -0.5643  0.1194  -0.4832
C  -5.3765  -1.8537  0.2346  -0.7702
N  1.3393  0.5488  -0.0948  -0.0745
N  0.1232  0.0790  -0.4642  -0.6675
S  -1.7222  0.2763  -0.1194  0.5702
S  -3.5604  -2.1150  0.3080  0.4846
H  4.9738  1.5007  0.0926  0.2496
H  4.3329  -0.9784  -0.0363  0.2680
H  3.0110  3.3258  0.1891  0.2643
H  1.9222  -1.3555  -0.1064  0.2196
H  0.8661  2.6882  -0.1475  0.2608
H  -5.8183  -2.3919  1.1283  0.2497
H  -6.0267  -2.3452  -0.5552  0.2612
H  -5.6627  -0.8217  0.1691  0.2547
H  0.2368  -0.8084  -0.9413  0.3705

Results
E_HOMO = -12.25 eV
Charge = +1
LUMO = -4.38 eV


(2)
DFT (the ωB97M-V functional and the def2-TZVPD basis) results for a structure of composition C3H3HgO2 at a distorted geometry.

Last column: natural (NBO) charge in e.
Cartesian coordinates (Å):
C  -0.6483  0.9247  0.3756  0.3434
C  -1.7871  0.8521  -0.2782  -0.4415
H  -2.4098  1.7452  -0.4281  0.4123
H  -0.1191  1.6797  0.9596  0.3111
H  -2.1409  -0.0779  -0.7350  0.3535
O  2.1220  -1.1991  -0.1579  -0.6916
C  1.1557  -1.3720  0.4962  1.0540
O  0.4012  -1.8940  1.1924  -0.3163
Hg  3.4262  -0.6587  -1.4246  0.9751

Results
E_HOMO (alpha / beta) = -17.94 / -22.03 eV
Charge = +2
Expectation value of S² = 0.751
Spin multiplicity = 2
LUMO (alpha / beta) = -13.25 / -13.24 eV


(3)
DFT (the ωB97M-V functional and the def2-TZVPD basis) results for a structure of composition C2ErLiO4 at a distorted geometry.

Last column: natural (NBO) charge in e.
Cartesian coordinates (Å):
O  -0.7378  0.0315  1.1685  -0.7797
Er  -0.1922  -0.2720  -2.4413  0.9973
O  -1.8075  1.4468  -0.2321  -0.7625
O  -1.6500  -0.6688  -0.6897  -1.0145
C  -1.6175  0.2732  0.1894  0.9419
C  1.1517  0.1722  1.1416  0.5328
O  1.9929  -0.6595  1.3073  -0.7300
Li  2.8603  -0.3234  -0.4436  0.8146

Results
E_HOMO (alpha / beta) = -7.43 / -7.31 eV
Expectation value of S² = 3.753
Spin multiplicity = 4
LUMO (alpha / beta) = -1.64 / -1.59 eV


(4)
DFT (the ωB97M-V functional and the def2-TZVPD basis) results for a cluster of 2 separate species, C4H9O2 in total at a distorted geometry.

Last column: natural (NBO) charge in e.
Cartesian coordinates (Å):
C  0.0145  0.0685  2.0174  -0.7993
C  0.9862  0.3812  0.8491  0.7516
O  1.4777  1.5761  0.9033  -0.8695
O  1.2063  -0.3785  -0.0536  -0.7581
H  -0.0708  1.0441  2.6781  0.2009
H  0.3383  -0.7701  2.5716  0.1853
H  -0.8258  -0.4151  1.5967  0.2162
C  -2.1861  -0.5785  -1.4024  -1.2445
C  -0.7938  -0.7915  -2.0691  -0.7059
H  -2.1164  -1.2714  -0.5189  0.1710
H  -2.2391  0.3750  -0.9082  0.1739
H  -3.1296  -0.8085  -2.0568  0.0808
H  -0.3114  -0.0024  -1.3359  0.2595
H  -0.5007  -1.8250  -2.1187  0.1795
H  -0.7415  -0.3847  -3.0748  0.1586

Results
E_HOMO (alpha / beta) = 4.35 / -0.87 eV
Charge = -2
Expectation value of S² = 0.751
Spin multiplicity = 2
LUMO (alpha / beta) = 7.09 / 6.94 eV


(5)
DFT (the ωB97M-V functional and the def2-TZVPD basis) results for the molecule C5H10N2O at a distorted geometry.

Last column: natural (NBO) charge in e.
Cartesian coordinates (Å):
C  -1.6475  0.0719  -0.1175  0.5417
C  -0.8910  1.2816  0.0444  -0.3055
C  1.2469  0.7991  -0.4793  -0.2584
C  1.3804  -0.7842  -0.0332  -0.2585
C  -0.8920  -1.1730  -0.3408  -0.3738
H  -1.5714  1.8210  0.8881  0.2034
H  -1.0434  1.7671  -0.9145  0.2255
H  0.4927  0.9100  1.5347  0.3537
H  2.2476  1.1666  -0.2401  0.2034
H  0.9436  0.9035  -1.5692  0.2135
H  1.3815  -1.4547  -1.0159  0.1820
H  2.2433  -0.9755  0.6415  0.1966
H  0.4365  -0.6791  1.7149  0.3247
H  -1.6904  -1.7247  -0.0422  0.2311
H  -0.4275  -1.7642  -1.2948  0.2349
N  0.3498  1.3157  0.4673  -0.6043
N  0.2257  -1.3735  0.6797  -0.5860
O  -2.7847  -0.1076  0.0768  -0.5241

Results
E_HOMO = -8.52 eV
SMILES = O=C1CNCCNC1
LUMO = 0.53 eV


(6)
DFT (the ωB97M-V functional and the def2-TZVPD basis) results for the molecule CH4N2S at a distorted geometry.

Last column: natural (NBO) charge in e.
Cartesian coordinates (Å):
C  -0.9735  -0.3855  -0.2538  -0.0888
N  1.0236  0.7222  0.5575  -0.6077
N  0.2573  0.0652  -0.4325  -0.4160
S  -1.9020  -1.2390  -1.2959  -0.1501
H  -1.2549  -0.1703  0.7691  0.1649
H  1.8128  0.0135  0.7747  0.3508
H  0.4328  0.6998  1.3094  0.3407
H  0.6039  0.2941  -1.4285  0.4061

Results
E_HOMO = -8.53 eV
SMILES = NNC=S
LUMO = 0.77 eV